The following is a DFT calculation (the ωB97M-V functional and the def2-TZVPD basis) of C24H24N2O3Os as an isolated structure.

Calculated values
Total energy = -1354.24898 hartree
Relative energy (zero: lowest compared OMol25 entry of this formula, charge and spin) = 30.0 kJ/mol

Structure (ORCA input):
```
! RIJCOSX wB97M-V def2-TZVPD def2/J DEFGRID3
* xyz 2 1
Os 0.11423 0.50530 0.16367
C 0.22621 3.35998 -3.16497
O -1.05040 3.03522 -3.69980
C -1.70576 1.90169 -3.41094
C -2.78385 1.63599 -4.24776
C -3.57021 0.49808 -4.12580
C -3.28024 -0.43375 -3.15780
C -2.22036 -0.19428 -2.27599
C -1.85777 -1.21754 -1.37367
N -0.89905 -1.13378 -0.49489
N -0.48167 -2.34326 0.00541
C 0.68662 -2.21339 0.52907
O 1.25765 -0.99763 0.48823
C 1.44060 -3.30937 1.13499
C 0.80508 -4.52859 1.37614
C 1.51704 -5.56727 1.94776
C 2.85736 -5.39705 2.27202
C 3.49296 -4.18711 2.02458
C 2.78829 -3.14007 1.45673
C -1.42884 0.98226 -2.37343
O -0.46611 1.25809 -1.48302
H 0.56557 4.21743 -3.73812
H 0.92756 2.53374 -3.29229
H 0.14665 3.63529 -2.11538
H -2.98421 2.35925 -5.02737
H -4.38995 0.34618 -4.81350
H -3.84430 -1.35217 -3.06831
H -2.33534 -2.18981 -1.44572
H -0.23717 -4.65440 1.11718
H 1.02904 -6.51255 2.13952
H 3.41090 -6.21387 2.71491
H 4.53975 -4.06541 2.26611
H 3.28681 -2.20409 1.24243
C -2.71719 1.84237 1.32283
C -1.21918 1.76276 1.42329
C -0.37591 2.68373 0.75885
C 1.03791 2.57235 0.75510
C 1.91220 3.49840 -0.03556
C 1.59529 1.54759 1.54680
C 0.80801 0.75935 2.43823
C 1.44590 -0.19706 3.38923
C -0.58797 0.78083 2.26991
H -3.10743 1.12435 0.60131
H -3.02217 2.83855 1.00809
H -3.17329 1.63151 2.28866
H -0.83826 3.40791 0.09844
H 2.20322 3.04364 -0.98269
H 2.82127 3.72136 0.52029
H 1.39512 4.43267 -0.24343
H 2.66504 1.37907 1.53521
H 1.39252 -1.22302 3.02018
H 0.92216 -0.15827 4.34447
H 2.49283 0.05229 3.54658
H -1.20719 0.08652 2.82424
*
```

The following is a DFT calculation (the ωB97M-V functional and the def2-TZVPD basis) of C16H18N6O4SSbSe4Sn as an isolated structure.

Calculated values
Total energy = -11708.67808 hartree
Relative energy (zero: lowest compared OMol25 entry of this formula, charge and spin) = 49.3 kJ/mol

Structure (ORCA input):
```
! RIJCOSX wB97M-V def2-TZVPD def2/J DEFGRID3
* xyz -1 1
Sn 1.13952 0.09447 0.76711
N 1.35346 -0.52279 5.34001
C 1.51591 -0.10553 4.05383
S 0.07190 0.12025 3.13423
N 2.76377 0.12453 3.69459
N 2.93548 0.42699 2.38971
C 4.13855 0.67898 2.02957
C 4.47513 0.84267 0.61127
C 5.76031 1.18148 0.19857
C 6.02152 1.27050 -1.15783
C 5.00353 1.01647 -2.06675
C 3.74999 0.68558 -1.57207
N 3.50272 0.60599 -0.27079
H 0.54816 -1.11943 5.46790
H 2.20039 -0.87915 5.75862
H 4.92928 0.69170 2.77482
H 6.53276 1.36185 0.93568
H 7.01411 1.52879 -1.50544
H 5.17321 1.06286 -3.13336
H 2.91302 0.45931 -2.22988
Se 0.03409 -3.65838 3.93328
Sb 0.82878 -4.22925 1.73385
Se -1.76201 -1.78289 -0.21408
Se 2.20342 -2.33487 0.64713
Se -1.33495 -3.99379 0.07184
O -7.29720 0.63614 0.54996
C -6.53316 -0.23619 -0.25317
N -5.37207 0.39180 -0.83102
C -4.34545 0.70984 0.01964
O -4.41060 0.42867 1.20405
C -3.15948 1.38916 -0.57710
C -2.83629 1.32266 -1.92807
C -1.68771 1.95446 -2.36911
C -0.91103 2.62508 -1.43900
N -1.20049 2.69478 -0.14136
C -2.30067 2.07989 0.27373
H -6.77141 0.79131 1.34567
H -7.17669 -0.58026 -1.05800
H -6.18613 -1.08746 0.33134
H -5.47900 0.92663 -1.67561
H -3.43830 0.73997 -2.61487
H -1.36680 1.88983 -3.39969
H 0.01215 3.10603 -1.74631
H -2.51551 2.10714 1.33595
C 0.23857 -2.85797 -2.78003
C 0.12619 -1.38791 -2.49686
O 0.72762 -0.55386 -3.13611
O -0.65745 -0.97228 -1.50275
H 0.72219 -2.99007 -3.74431
H -0.73752 -3.33979 -2.76159
H 0.84422 -3.31394 -1.99720
*
```

The following is a DFT calculation (the ωB97M-V functional and the def2-TZVPD basis) of C23H32AsN2OS2 as an isolated structure at a distorted geometry.

Calculated values
Total energy = -4111.94711 hartree

Structure (ORCA input):
```
! RIJCOSX wB97M-V def2-TZVPD def2/J DEFGRID3
* xyz -1 1
C 4.08866 2.55028 1.49311
C 2.77073 2.13053 1.86626
As 1.64654 0.73009 0.92141
C 1.08331 0.04828 2.76564
C -0.01104 1.02695 3.49397
C -1.52692 0.45634 3.26339
S -2.62305 1.77658 2.54870
C -4.03985 0.99918 1.59848
S -5.54666 1.74046 1.86234
N -3.81675 -0.13303 0.69778
C -2.85061 0.17309 -0.39582
C -3.50374 0.82540 -1.71542
O -4.83298 1.32858 -1.45650
C -5.62852 0.15213 -1.16205
C -5.07613 -0.68488 0.13100
C 0.37788 -0.54138 -0.01799
C 1.06144 -1.79033 -0.72960
C 0.97500 -1.87445 -2.30551
C 1.57594 -3.08571 -3.08820
C 2.28144 -4.28580 -2.36419
C 2.39115 -4.19036 -0.82427
C 1.78158 -2.97208 -0.03299
C 1.93940 -3.02114 1.55463
C 2.06890 1.61031 -0.86967
C 3.08154 1.03269 -1.91063
C 3.23910 1.82975 -3.26245
C 2.36870 3.09845 -3.42423
N 1.45775 3.66517 -2.48153
C 1.33321 2.91905 -1.26891
H 4.26772 3.67078 1.27007
H 4.95819 1.80769 1.45819
H 2.32423 2.61708 2.81800
H 2.85694 -0.24378 0.83262
H 0.43515 1.74523 1.02974
H 0.54764 -0.97252 2.68982
H 2.00286 -0.11210 3.44666
H 0.19042 0.88481 4.62464
H 0.09667 2.11922 3.17700
H -1.96663 0.15746 4.29232
H -1.55104 -0.49099 2.62896
H -2.02370 0.87186 -0.04108
H -2.36710 -0.83382 -0.70334
H -2.83464 1.72149 -2.01158
H -3.43412 0.05859 -2.56116
H -6.70810 0.50222 -0.99897
H -5.61675 -0.49949 -2.11842
H -4.80145 -1.72635 -0.30051
H -5.89594 -0.88641 0.90399
H -0.12660 0.07070 -0.86323
H -0.46147 -0.83697 0.70140
H 0.43887 -1.03160 -2.88076
H 1.46616 -3.12019 -4.22486
H 2.70232 -5.19493 -2.90822
H 2.90189 -5.07011 -0.28359
H 2.53655 -2.14672 1.97709
H 2.44625 -4.02090 1.84180
H 0.87558 -3.09255 1.99904
H 3.65787 0.08111 -1.67477
H 3.95171 1.46801 -4.08879
H 2.47069 3.65286 -4.43142
H 0.59383 3.33617 -0.48736
*
```

The following is a DFT calculation (the ωB97M-V functional and the def2-TZVPD basis) of C15H23F4N4SSbSe4Ta as an isolated structure at a distorted geometry.

Calculated values
Total energy = -11503.57322 hartree
Relative energy (zero: lowest compared OMol25 entry of this formula, charge and spin) = 1335.0 kJ/mol

Structure (ORCA input):
```
! RIJCOSX wB97M-V def2-TZVPD def2/J DEFGRID3
* xyz 3 1
Ta -0.73382 0.22768 -0.36316
C -1.38095 0.10404 -2.85303
C -2.06414 1.01475 -1.83814
N -2.45455 0.43969 -0.59938
C -3.75819 -0.13632 -0.36493
C -3.79339 -1.60284 -0.80935
C -2.10994 1.51820 0.22284
C -0.77853 2.17783 0.02994
N 0.30021 1.62645 -0.66879
C 1.43888 2.39979 -0.96518
C 2.64206 1.69548 -1.16858
F 2.50563 0.34658 -1.09514
C 3.85427 2.30748 -1.38531
F 4.94694 1.57819 -1.47667
C 3.88804 3.69120 -1.47214
C 2.71820 4.40882 -1.33072
F 2.72304 5.71986 -1.42813
C 1.50044 3.78784 -1.06246
F 0.40640 4.53569 -0.90568
H -1.64925 0.44347 -3.85697
H -1.67443 -0.95214 -2.83546
H -0.28595 0.21571 -2.86290
H -2.95771 1.46461 -2.29318
H -1.42206 1.88394 -1.71464
H -4.54683 0.44746 -0.84795
H -3.92832 -0.07757 0.71674
H -3.96720 -1.70455 -1.88008
H -4.59157 -2.13216 -0.29438
H -2.85188 -2.11967 -0.56384
H -2.24811 1.28044 1.27630
H -2.82514 2.32554 0.03908
H -0.46449 2.37981 1.07316
H -1.02852 3.14278 -0.41351
H 4.82295 4.20938 -1.64460
C -0.13994 -3.63561 3.62541
N -0.55160 -2.31222 3.17357
C 0.25691 -1.37150 2.73939
S -0.58345 0.03145 1.83024
N 1.56562 -1.49402 2.80365
C 2.59122 -0.79349 2.04972
H -0.89214 -4.36575 3.32922
H -0.05429 -3.67886 4.71337
H 0.81325 -3.93491 3.19376
H -1.53976 -2.11764 3.26685
H 1.93890 -2.23476 3.39500
H 2.16681 0.06512 1.53347
H 3.02424 -1.43967 1.27615
H 3.39277 -0.46547 2.70809
Se 2.30914 -3.51480 -3.09276
Sb 1.42066 -3.44262 -0.83782
Se 2.91408 -4.73460 0.50598
Se 0.91538 -5.64152 -0.10907
Se 0.22006 -1.56665 -0.46800
*
```

| no. | LUMO level (eV) | HOMO level (eV) | HOMO-LUMO gap (eV) |
| --- | --- | --- | --- |
| 1 | -8.5 | -14.2 | 5.7 |
| 2 | 2.0 | -3.8 | 5.8 |
| 3 | 2.2 | -4.1 | 6.3 |
| 4 | -11.1 | -15.9 | 4.8 |